# 1
ORCA calculation (wB97M-V/def2-TZVPD) on 7 unconnected molecules or ions with the total composition C29H27F6N2O20.

```
84
Properties=species:S:1:pos:R:3:lowdin_charge:R:1
O 3.232 -1.796 0.885 0.093
C 2.228 -2.558 0.942 -0.350
O 2.326 -3.932 0.525 0.069
C 0.782 -2.053 1.422 -0.027
C 0.321 -1.907 2.899 0.076
C -1.149 -1.427 3.171 0.060
N -2.083 -1.102 2.089 -0.026
C -3.495 -0.686 2.395 -0.227
C -4.163 -1.395 3.601 0.019
C -5.637 -0.957 3.942 0.024
C -6.278 0.146 3.013 0.034
C -5.390 0.675 1.850 -0.049
N -4.053 0.292 1.519 0.075
C -1.652 -1.224 0.712 0.056
C -0.230 -1.685 0.275 0.078
H 1.397 -4.272 0.410 0.129
H 1.046 -2.175 3.751 0.136
H -1.494 -1.353 4.268 0.143
H -3.583 -2.167 4.206 0.094
H -6.192 -1.412 4.834 0.111
H -7.327 0.558 3.182 0.086
H -5.870 1.491 1.182 0.093
H -2.403 -0.971 -0.122 0.147
H 0.109 -1.800 -0.816 0.137
C 4.968 -2.275 -1.848 -0.077
C 6.429 -2.554 -1.705 -0.324
O 6.750 -3.227 -2.906 0.126
C 5.873 -2.747 -3.833 -0.526
O 6.006 -2.877 -5.015 0.176
O 4.828 -2.093 -3.249 0.077
F 6.664 -3.391 -0.667 0.085
H 4.344 -3.114 -1.527 0.137
H 4.660 -1.381 -1.304 0.133
H 7.051 -1.659 -1.607 0.170
C -11.530 -0.729 1.985 -0.056
C -10.414 -0.448 1.031 -0.318
O -9.399 0.071 1.867 0.128
C -9.599 -0.508 3.083 -0.512
O -8.784 -0.522 3.965 0.126
O -10.832 -1.077 3.174 0.092
F -10.766 0.506 0.139 0.087
H -12.154 0.148 2.175 0.153
H -12.168 -1.548 1.650 0.149
H -10.041 -1.330 0.503 0.179
C 9.877 -2.243 -2.777 -0.097
C 10.104 -1.000 -3.576 -0.310
O 11.271 -0.453 -3.000 0.131
C 11.972 -1.521 -2.523 -0.551
O 13.128 -1.481 -2.212 0.164
O 11.199 -2.641 -2.452 0.080
F 9.085 -0.119 -3.406 0.071
H 9.319 -2.058 -1.860 0.099
H 9.364 -3.017 -3.350 0.141
H 10.268 -1.175 -4.643 0.178
C -4.514 5.227 1.330 -0.057
C -5.142 5.423 -0.012 -0.315
O -5.872 4.227 -0.204 0.130
C -6.211 3.807 1.045 -0.533
O -7.055 2.982 1.272 0.129
O -5.484 4.438 2.006 0.088
F -4.202 5.513 -0.980 0.086
H -3.570 4.676 1.278 0.151
H -4.342 6.170 1.851 0.149
H -5.819 6.280 -0.072 0.182
C 12.392 0.953 1.213 -0.054
C 11.855 0.125 2.334 -0.319
O 10.674 -0.429 1.789 0.150
C 10.905 -0.524 0.451 -0.480
O 10.246 -1.189 -0.301 0.163
O 11.978 0.221 0.069 0.085
F 11.518 0.899 3.393 0.079
H 11.955 1.955 1.180 0.150
H 13.479 1.046 1.247 0.149
H 12.521 -0.679 2.660 0.179
C -7.665 2.920 -2.889 -0.076
C -6.401 2.879 -3.686 -0.327
O -6.749 2.088 -4.803 0.140
C -8.085 2.291 -4.989 -0.528
O -8.674 2.005 -5.989 0.180
O -8.664 2.868 -3.897 0.079
F -5.414 2.249 -3.002 0.068
H -7.774 2.057 -2.225 0.148
H -7.754 3.831 -2.296 0.135
H -6.050 3.859 -4.024 0.178
```

The calculation puts the total energy at -3334.35344 a.u. For the LUMO energy, the calculation gives -5.23 eV. The total charge is +1.

=====

# 2
ORCA calculation (wB97M-V/def2-TZVPD) on 2 unconnected molecules or ions with the total composition C15H27N3O5.

```
50
Properties=species:S:1:pos:R:3:lowdin_charge:R:1
C 5.359 2.215 1.253 -0.061
N 4.776 1.097 0.512 0.037
C 3.541 1.019 0.007 -0.474
O 3.193 0.000 -0.580 0.045
C 2.560 2.192 0.197 -0.196
C 1.775 2.030 1.507 -0.114
C 0.384 2.571 1.181 -0.141
C 0.219 2.198 -0.289 -0.121
N 1.551 2.294 -0.863 -0.004
C 1.769 2.570 -2.165 -0.490
C 3.192 2.789 -2.655 0.017
O 0.857 2.682 -2.978 0.042
H 6.370 1.957 1.574 0.088
H 4.758 2.438 2.137 0.080
H 5.410 3.103 0.619 0.082
H 5.349 0.281 0.354 0.146
H 3.107 3.133 0.230 0.135
H 1.691 0.972 1.766 0.119
H 2.239 2.582 2.325 0.113
H -0.386 2.113 1.803 0.114
H 0.375 3.657 1.289 0.116
H -0.140 1.174 -0.379 0.111
H -0.481 2.880 -0.774 0.130
H 3.685 3.540 -2.043 0.076
H 3.154 3.137 -3.687 0.086
H 3.735 1.847 -2.620 0.080
C -3.285 -4.638 2.422 -0.115
C -2.690 -3.784 1.301 -0.257
C -3.125 -2.316 1.452 -0.150
C -2.501 -1.375 0.402 -0.205
N -2.936 -1.779 -0.946 0.093
C -3.938 -1.149 -1.655 -0.514
C -4.173 -1.515 -3.109 -0.001
O -4.636 -0.303 -1.118 0.043
C -0.962 -1.295 0.518 -0.455
O -0.479 -0.917 1.573 0.087
O -0.211 -1.628 -0.565 0.111
H -2.964 -5.678 2.311 0.070
H -4.379 -4.606 2.389 0.075
H -2.952 -4.275 3.400 0.075
H -1.599 -3.859 1.339 0.110
H -3.023 -4.175 0.335 0.105
H -4.215 -2.254 1.373 0.126
H -2.849 -1.961 2.451 0.120
H -2.858 -0.360 0.612 0.156
H -2.286 -2.347 -1.486 0.139
H -4.400 -2.581 -3.193 0.080
H -3.281 -1.291 -3.699 0.083
H -5.013 -0.944 -3.512 0.085
H 0.713 -1.444 -0.319 0.124
```

The calculation puts the total energy at -1128.31353 a.u. The energy above the lowest of the compared OMol25 structures with the same formula, charge and spin comes out at 0.0 kJ/mol. For the LUMO energy, the calculation gives 0.53 eV. As for the SMILES: CNC(=O)[C@@H]1CCCN1C(C)=O.CCC[C@H](NC(C)=O)C(=O)O.

=====

# 3
ORCA calculation (wB97M-V/def2-TZVPD) on a molecular structure, C5H5N.

```
11
Properties=species:S:1:pos:R:3:lowdin_charge:R:1
C -0.116 1.033 0.309 -0.095
C 1.021 0.027 0.304 -0.102
C 0.360 0.421 -0.990 -0.160
N -0.732 -0.638 -0.954 0.057
C -1.130 -0.131 0.388 -0.144
C -0.023 -1.104 0.260 -0.188
H -0.189 2.089 0.528 0.122
H 1.992 -0.025 0.803 0.131
H 0.764 0.748 -1.934 0.126
H -2.096 -0.267 0.862 0.126
H 0.154 -2.153 0.423 0.127
```

The calculation puts the total energy at -248.08046 a.u. The energy above the lowest of the compared OMol25 structures with the same formula, charge and spin comes out at 510.9 kJ/mol. For the LUMO energy, the calculation gives 1.24 eV.